The following is a DFT calculation (ωB97M-V with the def2-TZVPD basis set) of a cluster of 2 separate species, C5H12NS in total at a distorted geometry.

Properties
Charge: +1
LUMO energy (alpha / beta): -6.06 / -6.06 eV
Orbital gap (alpha / beta): 6.48 / 6.48 eV

Geometry as XYZ:
```
19
Properties=species:S:1:pos:R:3:nbo_charge:R:1
S -2.818 -0.649 0.665 0.1331
N -0.463 -0.634 -0.237 -0.5117
C 1.764 -0.102 0.388 -0.7232
C 0.802 -0.113 -0.651 0.3452
C -1.432 0.136 0.169 -0.1343
C -0.582 -2.103 -0.010 -0.4259
C 0.192 2.293 -0.289 -0.6093
H 1.111 -0.242 -1.744 0.2691
H -1.618 -2.396 -0.137 0.2471
H -0.195 -2.267 0.995 0.2228
H 1.316 0.110 1.422 0.2700
H -0.650 2.140 0.445 0.2983
H 2.562 0.673 0.191 0.2813
H 1.145 2.318 0.267 0.2145
H 0.285 1.273 -0.735 0.1418
H 0.104 2.940 -1.207 0.2719
H 0.033 -2.710 -0.615 0.2286
H 2.019 -1.184 0.311 0.3013
H -3.575 0.520 0.772 0.1796
```

The following is a DFT calculation (ωB97M-V with the def2-TZVPD basis set) of the ion C5H12NS with charge +1 at a distorted geometry.

Properties
SMILES: CC(=S)C[NH+](C)C
Charge: +1
LUMO energy: -4.08 eV
Orbital gap: 8.52 eV

Geometry as XYZ:
```
19
Properties=species:S:1:pos:R:3:nbo_charge:R:1
S 2.958 0.589 -0.431 0.1963
N -0.758 0.057 -0.073 -0.3491
C -0.524 1.132 0.926 -0.4031
C -2.081 0.353 -0.829 -0.4375
C 1.682 -0.353 -0.210 -0.1483
C 0.416 0.138 -0.983 -0.3040
C 1.715 -1.561 0.800 -0.7051
H -0.710 -0.799 0.488 0.4478
H -3.025 0.093 -0.143 0.2599
H -1.464 1.093 1.380 0.2176
H 0.624 1.152 -1.397 0.2666
H 1.095 -2.413 0.472 0.2294
H 0.215 0.754 1.609 0.2312
H 1.408 -1.142 1.831 0.2407
H -2.084 -0.229 -1.846 0.2532
H 0.283 -0.496 -1.788 0.2330
H -2.174 1.380 -1.114 0.2428
H 2.761 -1.863 0.754 0.2816
H -0.334 2.114 0.554 0.2471
```

The following is a DFT calculation (ωB97M-V with the def2-TZVPD basis set) of the ion C5H12NS4 with charge +1 at a distorted geometry.

Properties
Charge: +1
LUMO energy (alpha / beta): -4.06 / -4.86 eV
Orbital gap (alpha / beta): 8.24 / 5.94 eV

Geometry as XYZ:
```
22
Properties=species:S:1:pos:R:3:nbo_charge:R:1
S 3.074 0.888 -0.184 -0.1181
S 0.432 0.598 -2.111 -0.0295
S 2.286 -2.225 0.724 0.1891
S -1.734 -2.111 -0.688 0.1605
N -1.191 0.444 0.312 -0.4499
C 1.510 -1.430 -0.571 -0.4257
C -1.893 -0.807 0.532 -0.1715
C 1.200 -0.026 -0.601 -0.2351
C -1.909 1.447 1.136 -0.4154
C 0.314 0.500 0.610 -0.2536
H -1.833 -1.264 -1.789 0.1488
H 0.493 1.557 0.758 0.2404
H -2.619 1.947 0.385 0.2448
H 1.267 -0.066 -3.114 0.2092
H 1.377 -1.945 -1.418 0.2179
H 3.357 0.830 -1.502 0.1453
H 0.571 0.063 1.543 0.2474
H -2.389 0.906 2.014 0.2482
H -1.477 0.722 -0.669 0.4727
H 2.323 -1.057 1.636 0.1378
H -1.177 2.183 1.513 0.2353
H -1.980 -1.153 1.484 0.2014
```

The following is a DFT calculation (ωB97M-V with the def2-TZVPD basis set) of a cluster of 2 separate species, C5H12O in total at a distorted geometry.

Properties
LUMO energy: 0.97 eV
Orbital gap: 9.79 eV

Geometry as XYZ:
```
18
Properties=species:S:1:pos:R:3:nbo_charge:R:1
O 1.123 -0.123 0.720 -0.5283
C -0.799 -1.425 -0.031 -0.6962
C 1.837 -0.369 -0.461 -0.2911
C -0.203 -0.112 0.451 0.4496
C -0.965 0.564 1.579 -0.6754
C -0.337 1.082 -1.252 -0.7932
H -0.236 2.059 -0.783 0.2030
H -0.333 1.309 2.072 0.2307
H -1.363 0.797 -1.425 0.1941
H 2.873 -0.060 -0.278 0.1914
H 0.077 1.236 -2.293 0.2210
H 1.140 0.256 -1.168 0.2245
H -0.368 -1.698 -0.995 0.2205
H -1.833 1.062 1.144 0.2240
H -0.634 -2.264 0.664 0.2207
H -1.877 -1.296 -0.153 0.2209
H -1.334 -0.127 2.356 0.2213
H 1.806 -1.431 -0.750 0.1625
```

The following is a DFT calculation (ωB97M-V with the def2-TZVPD basis set) of the molecule C5H12O.

Properties
SMILES: CC[C@@H](C)OC
LUMO energy: 1.17 eV
Orbital gap: 10.82 eV

Geometry as XYZ:
```
18
Properties=species:S:1:pos:R:3:nbo_charge:R:1
O 0.864 0.284 0.754 -0.5520
C 2.168 0.072 0.279 -0.2434
C -0.457 1.885 -0.463 -0.6257
C -0.961 -1.896 0.305 -0.6086
C -1.326 -0.426 0.135 -0.4102
C -0.117 0.414 -0.268 0.1034
H -2.105 -0.305 -0.630 0.1999
H -0.842 2.303 0.474 0.2123
H -1.826 -2.499 0.600 0.2098
H 2.249 -0.885 -0.260 0.1632
H -1.731 -0.027 1.074 0.2036
H -0.564 -2.311 -0.631 0.1969
H -0.190 -1.999 1.074 0.2165
H 2.829 0.039 1.149 0.1933
H 0.286 0.002 -1.208 0.1600
H 2.508 0.881 -0.386 0.1624
H -1.216 2.012 -1.243 0.2080
H 0.431 2.456 -0.754 0.2104
```

The following is a DFT calculation (ωB97M-V with the def2-TZVPD basis set) of a cluster of 2 separate species, C5H12O in total at a distorted geometry.

Properties
SMILES: CC=C(C)C.O
LUMO energy: 0.82 eV
Orbital gap: 9.38 eV

Geometry as XYZ:
```
18
Properties=species:S:1:pos:R:3:nbo_charge:R:1
O 0.350 -0.301 2.759 -0.9539
C 1.396 -1.185 -0.062 -0.6455
C -2.030 0.704 -0.210 -0.6511
C 0.626 0.607 -1.765 -0.6540
C -0.760 -0.012 0.229 -0.2135
C 0.339 -0.205 -0.531 0.0141
H 2.193 -0.680 0.511 0.2095
H 1.471 1.284 -1.668 0.2169
H 0.947 -1.892 0.652 0.2326
H -2.643 1.260 0.513 0.2191
H -1.792 1.374 -1.061 0.1998
H 1.971 -1.574 -0.909 0.2110
H 0.713 0.514 2.383 0.4834
H -0.289 1.092 -2.054 0.2128
H 0.122 -0.183 3.686 0.4763
H -0.932 -0.805 0.965 0.2134
H -2.666 -0.022 -0.775 0.2161
H 0.983 0.025 -2.665 0.2129
```

The following is a DFT calculation (ωB97M-V with the def2-TZVPD basis set) of a structure of composition C5H12O at a distorted geometry.

Properties
LUMO energy: 1.17 eV
Orbital gap: 10.70 eV

Geometry as XYZ:
```
18
Properties=species:S:1:pos:R:3:nbo_charge:R:1
O -1.346 -0.004 0.076 -0.5294
C 0.639 1.732 -1.810 -0.6019
C -1.866 -1.216 0.551 -0.2752
C 0.694 -1.060 1.469 -0.7372
C 0.005 -0.191 -0.073 0.1935
C 0.682 1.162 -0.368 -0.4438
H -1.884 -1.987 -0.235 0.1574
H 0.219 -0.936 -0.859 0.1517
H 1.585 -1.497 1.036 0.2047
H -0.376 1.980 -2.140 0.2120
H 1.073 1.044 -2.545 0.2028
H 1.728 1.034 -0.084 0.2074
H 0.908 -0.225 2.131 0.2069
H 1.228 2.662 -1.867 0.2129
H -1.045 -1.503 1.270 0.2094
H 0.242 1.908 0.307 0.2133
H 0.388 -1.869 2.209 0.2254
H -2.875 -1.034 0.932 0.1900
```

The following is a DFT calculation (ωB97M-V with the def2-TZVPD basis set) of the molecule C5H12O.

Properties
SMILES: CCCCCO
LUMO energy: 1.02 eV
Orbital gap: 11.30 eV

Geometry as XYZ:
```
18
Properties=species:S:1:pos:R:3:nbo_charge:R:1
O -0.824 -2.180 1.511 -0.7310
C 0.502 0.979 -1.163 -0.3875
C -0.413 1.347 -2.323 -0.6021
C -0.020 -1.132 2.051 -0.0546
C 0.713 -0.474 0.902 -0.4128
C -0.226 0.238 -0.052 -0.3969
H -0.663 -0.407 2.567 0.1539
H -1.099 -2.751 2.242 0.4687
H 1.311 0.361 -1.565 0.1916
H 1.489 0.194 1.296 0.2007
H 0.691 -1.543 2.768 0.1610
H 0.083 2.011 -3.018 0.2078
H 0.975 1.851 -0.721 0.1909
H -0.852 -0.526 -0.538 0.2087
H -0.780 0.447 -2.816 0.2028
H 1.264 -1.253 0.377 0.2059
H -0.840 0.958 0.485 0.1938
H -1.312 1.881 -2.003 0.1990
```

The following is a DFT calculation (ωB97M-V with the def2-TZVPD basis set) of a structure of composition C5H12O.

Properties
LUMO energy: 1.02 eV
Orbital gap: 8.98 eV

Geometry as XYZ:
```
18
Properties=species:S:1:pos:R:3:nbo_charge:R:1
O 0.577 0.426 1.849 -0.6889
C -0.197 -1.652 -2.031 -0.5954
C 0.693 1.315 0.254 -0.0715
C -0.586 0.559 2.639 -0.2653
C -0.290 -0.194 -1.588 -0.3973
C 0.737 0.131 -0.523 -0.5812
H -0.536 -0.164 3.458 0.1894
H 0.519 -0.298 0.899 0.4634
H 0.795 -1.851 -2.453 0.1996
H 1.604 1.857 0.497 0.2099
H -0.620 1.558 3.087 0.1824
H -0.224 1.903 0.336 0.1961
H -0.339 -2.335 -1.185 0.2017
H -1.306 0.030 -1.240 0.1910
H -1.506 0.383 2.056 0.1650
H -0.937 -1.883 -2.805 0.2044
H -0.126 0.433 -2.479 0.1870
H 1.740 -0.218 -0.772 0.2097
```

The following is a DFT calculation (ωB97M-V with the def2-TZVPD basis set) of a cluster of 2 separate species, C5H12O in total at a distorted geometry.

Properties
SMILES: C=CC.CCO
LUMO energy: 0.98 eV
Orbital gap: 10.47 eV

Geometry as XYZ:
```
18
Properties=species:S:1:pos:R:3:nbo_charge:R:1
O -1.926 1.185 0.756 -0.7342
C -1.974 -1.283 0.623 -0.6320
C -2.220 0.028 -0.133 -0.0787
C 1.885 1.218 -0.210 -0.6487
C 2.633 -1.141 -0.230 -0.4095
C 1.995 -0.158 -0.862 -0.1807
H 0.944 1.610 -0.589 0.2084
H 3.424 -0.951 0.511 0.1849
H 1.803 -0.371 -1.903 0.2057
H -1.493 1.778 0.143 0.4553
H -0.907 -1.510 0.705 0.2126
H -2.447 -2.066 0.038 0.2049
H -1.409 0.286 -0.806 0.1765
H 2.833 -2.160 -0.561 0.1932
H 2.700 1.862 -0.547 0.2170
H -2.395 -1.197 1.623 0.2202
H -3.279 -0.022 -0.365 0.1757
H 2.080 1.135 0.856 0.2292
```

The following is a DFT calculation (ωB97M-V with the def2-TZVPD basis set) of a cluster of 2 separate species, C5H12O in total at a distorted geometry.

Properties
SMILES: CC=C(C)C.O
LUMO energy: 0.83 eV
Orbital gap: 9.26 eV

Geometry as XYZ:
```
18
Properties=species:S:1:pos:R:3:nbo_charge:R:1
O -2.457 1.580 -3.414 -0.9406
C 0.364 -0.111 1.107 0.0161
C 0.329 0.321 2.592 -0.6429
C -0.860 0.220 0.271 -0.6611
C 1.651 -1.421 -0.720 -0.6520
C 1.450 -0.801 0.654 -0.2067
H 1.316 -2.462 -0.578 0.2171
H 1.019 -0.950 -1.492 0.2166
H -2.533 2.557 -3.510 0.4706
H -0.731 1.012 -0.486 0.2291
H -2.650 1.227 -4.312 0.4709
H -1.139 -0.716 -0.242 0.2216
H 2.694 -1.433 -1.079 0.2182
H 0.971 1.217 2.634 0.2179
H -0.691 0.604 2.902 0.2071
H -1.683 0.509 0.947 0.2106
H 2.228 -0.929 1.419 0.1900
H 0.719 -0.425 3.305 0.2176
```

The following is a DFT calculation (ωB97M-V with the def2-TZVPD basis set) of the molecule C5H12O.

Properties
SMILES: CCC(C)(C)O
LUMO energy: 0.94 eV
Orbital gap: 11.12 eV

Geometry as XYZ:
```
18
Properties=species:S:1:pos:R:3:nbo_charge:R:1
O -1.107 -1.225 -0.138 -0.7255
C 0.120 -0.505 -0.014 0.2445
C -0.055 0.938 -0.524 -0.4195
C 1.216 -1.214 -0.814 -0.6254
C 0.461 -0.544 1.473 -0.6221
C -1.295 1.654 0.007 -0.6074
H 1.340 -2.241 -0.454 0.2172
H 0.589 -1.582 1.797 0.2176
H -1.347 1.624 1.100 0.2058
H -0.098 0.912 -1.624 0.1937
H -2.212 1.191 -0.371 0.2093
H -1.389 -1.164 -1.061 0.4605
H 2.177 -0.694 -0.723 0.2106
H 1.393 -0.002 1.668 0.2073
H -1.296 2.707 -0.297 0.2091
H 0.958 -1.252 -1.880 0.2019
H -0.336 -0.099 2.077 0.2162
H 0.849 1.507 -0.272 0.2061
```

Computed energy relative to the best compared isomer or geometry (same formula, charge and spin) (kcal per mole) in order:
144.16, 53.27, 70.91, 78.03, 12.78, 31.47, 64.86, 8.23, 87.86, 59.73, 24.34, 0.00
Computed E_tot (eV) in order:
-17692.4354, -17696.3765, -50198.6352, -7423.9278, -7426.7572, -7425.9467, -7424.4988, -7426.9545, -7423.5015, -7424.7213, -7426.2560, -7427.3113
Computed molar mass (u) in order:
118.2, 118.2, 214.4, 88.1, 88.1, 88.1, 88.1, 88.1, 88.1, 88.1, 88.1, 88.1